(1)
ORCA calculation (the ωB97M-V functional and the def2-TZVPD basis) on a single C19H14F4O4 molecule.

Geometry as XYZ:
```
41
Properties=species:S:1:pos:R:3:forces:R:3
C -0.542507 -2.720681 -2.892165 0.2 0.0 -0.2
C 0.653513 -1.817667 -2.668812 0.6 0.8 0.1
C 1.666105 -1.774402 -3.816007 -0.2 -0.2 0.4
O 0.243307 -0.437576 -2.536391 -0.2 -0.6 0.3
C -0.354501 -0.005742 -1.398816 -0.3 1.1 -0.9
O -0.828048 1.106884 -1.417582 0.6 -1.3 0.1
C -0.373184 -0.937244 -0.188941 -0.4 -0.7 -1.6
C -0.234181 -0.174813 1.092854 0.0 0.9 1.5
C -1.528997 0.618381 1.334499 -0.2 0.2 -0.3
C -1.703297 1.942462 0.929698 -0.4 0.6 0.4
C -2.910748 2.590656 1.192906 0.2 0.3 0.2
F -3.021836 3.936436 0.911404 0.1 -1.4 0.1
C -3.996828 1.944529 1.771273 0.1 -0.4 -0.2
C -3.827202 0.587417 2.047152 -0.3 -0.2 0.1
F -4.905634 -0.120177 2.529325 0.9 0.6 -0.3
C -2.619446 -0.082296 1.860878 -0.2 0.3 0.1
C 1.090628 0.613248 1.239277 0.3 0.4 0.5
C 2.314516 -0.029225 1.006664 0.4 0.0 0.1
C 3.521205 0.614488 1.299073 0.0 -0.4 -0.1
F 4.688419 -0.095568 1.141320 -1.0 0.7 0.0
C 3.592183 1.922985 1.769591 -0.1 -0.3 -0.2
C 2.371977 2.541052 1.994191 -0.3 0.4 0.1
F 2.379464 3.841366 2.464147 -0.1 -1.4 -0.5
C 1.140699 1.910836 1.778995 0.3 0.2 0.0
C 0.613535 -2.089116 -0.301684 0.9 -1.2 0.5
O 0.818499 -2.848909 0.618241 -0.3 0.9 -1.1
O 1.351354 -2.204806 -1.463770 -1.0 0.0 0.3
H -1.234491 -2.667171 -2.046738 0.0 -0.1 -0.2
H -1.056899 -2.420513 -3.808006 0.0 0.0 0.2
H -0.191684 -3.750011 -3.009350 -0.1 0.1 0.1
H 2.435557 -1.029494 -3.588402 -0.2 -0.2 0.0
H 2.136873 -2.750646 -3.961242 -0.1 0.1 0.1
H 1.154313 -1.476176 -4.735447 0.0 -0.1 0.2
H -1.378730 -1.425814 -0.176608 0.6 0.4 0.0
H -0.218473 -0.936787 1.890333 0.1 0.2 -0.2
H -0.923337 2.497318 0.418222 -0.3 -0.1 0.2
H -4.940376 2.450473 1.957466 0.2 -0.1 0.0
H -2.520752 -1.140311 2.104864 -0.2 0.3 0.1
H 2.354476 -1.061009 0.672430 0.2 0.3 0.1
H 4.544343 2.422023 1.938995 -0.3 -0.1 0.0
H 0.240178 2.455608 2.046149 0.4 -0.1 0.0
```
Positions in Å, forces in eV/Å.

## Properties
net charge: 0
lowest unoccupied orbital energy: 0.248 eV
SMILES string: CC1(C)OC(=O)C(C(c2cc(F)cc(F)c2)c2cc(F)cc(F)c2)C(=O)O1
multiplicity: 1
highest occupied orbital energy: -9.4487 eV
Kohn-Sham gap: 9.70 eV



(2)
ORCA calculation (the ωB97M-V functional and the def2-TZVPD basis) on a molecular structure, C19H14IN2O6Ti.

Geometry as XYZ:
```
43
Properties=species:S:1:pos:R:3:forces:R:3
Ti -0.288293 0.966433 0.024465 0.5 0.4 -0.3
O 3.656322 1.696911 -1.215121 0.0 0.0 0.1
C 2.506520 1.604795 -0.479468 0.0 -0.3 -0.4
O 1.526388 0.882372 -0.967774 0.0 0.2 0.2
C 2.302416 2.189251 0.715873 -0.2 0.2 0.5
C 3.117774 3.106120 1.473346 0.1 -0.2 -0.2
C 2.661834 3.647100 2.617497 -0.3 0.0 0.2
C 1.316409 3.319846 3.079939 0.4 0.1 0.0
C 0.584501 2.458427 2.356957 -0.2 -0.1 -0.2
N 1.013827 1.848772 1.197735 0.0 0.1 -0.1
C -0.839952 2.085613 2.628146 0.0 -0.1 -0.2
O -1.468510 2.384420 3.616189 0.0 0.0 0.0
O -1.320476 1.384411 1.611363 -0.1 0.1 -0.1
H 3.432646 1.337088 -2.080660 0.0 0.0 0.0
H 4.097128 3.355428 1.083797 0.0 0.0 0.0
H 3.266937 4.344331 3.182254 0.0 0.0 0.0
H 0.888792 3.764889 3.966845 0.0 0.0 0.0
N -0.535600 0.081020 -2.228143 0.0 0.0 0.1
C -0.820592 1.183839 -3.143954 0.0 0.0 0.0
C -0.591642 2.531540 -2.452676 -0.1 -0.1 0.2
O -0.323947 3.525674 -3.093736 -0.1 0.0 -0.1
O -0.771791 2.473483 -1.167797 0.0 0.1 0.1
H 0.436598 -0.201567 -2.270081 0.0 0.0 -0.1
H -1.124764 -0.722505 -2.401206 0.0 0.0 0.0
H -1.880921 1.151993 -3.404952 0.0 0.0 0.0
H -0.246900 1.146579 -4.070649 0.0 0.0 0.0
I -3.342154 0.061428 -0.523718 0.0 0.1 0.0
C -2.620470 -1.898091 -0.457320 0.1 -0.1 0.0
C -3.502920 -2.874585 -0.828973 0.0 0.0 0.0
C -3.144462 -4.234690 -0.736123 0.0 0.1 0.0
C -1.918337 -4.566702 -0.247054 0.0 0.0 0.0
C -0.990511 -3.569183 0.142482 0.1 -0.1 0.0
C 0.264516 -3.962068 0.672371 -0.1 0.0 0.0
C 1.162957 -3.018985 1.061325 0.0 0.1 0.0
C 0.861749 -1.647068 0.894848 0.1 0.0 -0.1
C -0.323459 -1.185264 0.366390 -0.1 -0.1 0.0
C -1.300510 -2.183674 0.019511 0.0 0.1 0.0
H -4.490478 -2.605874 -1.179173 0.0 0.0 0.0
H -3.853737 -4.995648 -1.035712 0.0 0.0 0.0
H -1.627988 -5.606221 -0.142801 0.0 0.0 0.0
H 0.479774 -5.020754 0.764226 0.0 0.0 0.0
H 2.120922 -3.306622 1.478904 0.0 0.0 0.0
H 1.630402 -0.932263 1.172626 0.0 0.0 0.0
```
Positions in Å, forces in eV/Å.

## Properties
net charge: -1
lowest unoccupied orbital energy (spin up / spin down): 2.332 / 2.332 eV
multiplicity: 1
highest occupied orbital energy (spin up / spin down): -3.0096 / -3.0128 eV
Kohn-Sham gap (spin up / spin down): 5.34 / 5.35 eV



Result set for strongest force on any atom: 0.035 0.013 Eh/bohr, one per record in the order listed.
Result set for molecular weight: 382.3 541.1 Da, one per record in the order listed.